Below is a cluster of 2 separate species, H3PSSi in total in a non-equilibrium geometry, with properties calculated with ωB97M-V/def2-TZVPD.

Results
* ΔE to the lowest compared entry with this formula, charge and spin: 225.6 kJ/mol
* orbital gap (spin up / spin down): 0.2274 / 0.2221 hartree
* E_HOMO (spin up / spin down): -7.515 / -7.648 eV
* multiplicity: 1

Element x y z (Å)
Si 1.86 -0.02 0.15
P -4.58 -0.04 0.14
S -2.68 0.02 -0.02
H 2.80 -0.83 -0.82
H 2.02 1.37 -0.19
H 0.57 -0.50 0.73

Below is a structure of composition H3S3 in a non-equilibrium geometry, with properties calculated with ωB97M-V/def2-TZVPD.

Results
* ΔE to the lowest compared entry with this formula, charge and spin: 66.1 kJ/mol
* orbital gap: 0.2381 hartree
* E_HOMO: -3.238 eV
* total charge: -1
* multiplicity: 1

Element x y z (Å)
S -0.98 -0.39 -0.60
S 0.67 -1.68 -0.50
H -0.33 0.65 0.14
H -0.03 -2.82 -0.41
S 0.46 2.06 1.00
H 0.45 3.26 1.59

Below is a structure of composition H40MnO20 in a non-equilibrium geometry, with properties calculated with ωB97M-V/def2-TZVPD.

Results
* orbital gap (spin up / spin down): 0.3490 / 0.3789 hartree
* E_HOMO (spin up / spin down): -14.510 / -15.324 eV
* total charge: +2
* multiplicity: 6

Element x y z (Å)
Mn 3.65 9.85 -14.40
O 5.17 8.24 -18.55
H 5.39 8.38 -19.47
H 5.48 7.35 -18.37
O 2.17 10.58 -13.00
H 1.24 10.65 -13.23
H 2.30 11.27 -12.35
O 4.62 12.30 -17.53
H 4.39 12.24 -18.46
H 5.56 12.09 -17.50
O 4.97 11.41 -13.53
H 5.24 12.27 -13.87
H 5.53 11.27 -12.77
O 3.02 11.27 -15.76
H 3.67 11.79 -16.24
H 2.22 11.37 -16.27
O 7.42 9.96 -16.10
H 7.89 10.69 -15.72
H 7.11 10.29 -16.95
O 1.57 12.98 -11.58
H 0.64 13.10 -11.72
H 1.86 13.79 -11.15
O 2.88 7.35 -17.18
H 2.28 6.60 -17.24
H 3.46 7.24 -17.93
O 4.39 13.84 -14.28
H 4.48 14.19 -15.17
H 4.02 14.57 -13.78
O 1.01 14.12 -14.53
H 1.66 13.62 -14.03
H 0.17 13.74 -14.28
O 5.30 5.60 -13.32
H 5.28 4.92 -13.99
H 5.94 5.29 -12.68
O 4.94 8.79 -15.72
H 4.78 8.23 -16.48
H 5.76 9.23 -15.91
O -0.55 11.17 -13.58
H -0.93 12.02 -13.80
H -1.28 10.56 -13.66
O 6.82 11.34 -11.71
H 6.90 10.54 -11.19
H 7.72 11.54 -11.97
O 0.75 11.90 -17.17
H 0.80 12.68 -17.71
H 0.00 12.06 -16.59
O 2.05 8.68 -14.86
H 1.15 8.49 -14.60
H 2.16 8.25 -15.71
O 2.21 4.92 -11.82
H 2.30 4.12 -12.35
H 2.70 5.58 -12.29
O 3.81 8.37 -10.19
H 4.05 7.97 -9.35
H 3.54 9.26 -9.96
O 4.19 8.22 -13.00
H 3.88 8.23 -12.10
H 4.57 7.35 -13.12
O 1.61 9.73 -18.84
H 1.57 10.34 -18.11
H 0.80 9.22 -18.78

Below is a cluster of 20 separate species, H41O20 in total in a non-equilibrium geometry, with properties calculated with ωB97M-V/def2-TZVPD.

Results
* ΔE to the lowest compared entry with this formula, charge and spin: 628.6 kJ/mol
* orbital gap: 0.3922 hartree
* E_HOMO: -13.310 eV
* total charge: +1
* multiplicity: 1

Element x y z (Å)
O -1.18 -2.52 -1.87
H 3.01 0.55 -0.01
O -0.16 3.14 1.17
H -0.16 3.90 1.82
H -0.27 3.58 0.22
O -5.05 -0.55 0.90
H -5.81 -0.35 1.41
H -4.70 0.29 0.55
O -3.42 2.60 -1.74
H -2.93 2.87 -1.01
H -3.10 -0.04 3.93
O 0.71 -1.59 4.60
H 2.04 1.85 -1.49
H -3.77 1.76 -1.70
O 1.32 1.60 -2.03
H 0.02 -1.74 2.08
H 0.68 1.00 -1.64
O -0.92 -0.24 -1.58
H -2.80 -1.04 4.86
H 0.12 -2.75 0.74
O 3.56 3.86 0.00
H 4.33 3.30 -0.10
H 3.94 4.64 0.45
O 0.03 0.32 -4.19
H -0.38 0.20 -5.08
H -0.29 -1.46 4.63
O 1.58 0.87 3.38
H 1.88 1.64 2.57
H 1.96 1.21 4.21
O 0.17 -0.03 1.27
H 0.58 0.30 2.22
H -1.26 0.06 -2.50
O 5.27 -0.06 -2.05
H 5.02 0.78 -2.44
H 5.65 0.14 -1.17
O -1.16 2.78 -4.64
H -0.44 3.25 -4.30
H -2.01 3.16 -4.74
O 3.17 -0.24 0.56
H 0.84 -4.42 -1.83
H 3.11 0.26 1.36
O -2.48 -0.72 4.01
H 1.04 -0.18 0.76
H -0.30 -2.34 -2.08
O 1.45 -3.91 -1.41
H -1.73 -1.45 -0.75
H 2.04 -4.07 -0.75
O -2.19 -1.34 0.32
H -1.58 -0.60 0.41
H -1.49 -1.97 0.93
O -0.27 -2.48 1.57
H -1.76 -3.13 -2.29
H 0.01 -0.62 -1.76
O 1.89 1.88 0.66
H 2.41 2.65 0.47
H 1.00 2.20 0.99
O -3.23 -4.79 0.67
H -3.21 -5.42 -0.02
H -2.44 -5.14 1.16
H 0.95 -2.50 4.55
H 0.72 1.04 -4.26

Below is a cluster of 20 separate species, H41O20 in total in a non-equilibrium geometry, with properties calculated with ωB97M-V/def2-TZVPD.

Results
* ΔE to the lowest compared entry with this formula, charge and spin: 263.5 kJ/mol
* orbital gap: 0.3838 hartree
* E_HOMO: -12.737 eV
* total charge: +1
* multiplicity: 1

Element x y z (Å)
O -1.86 -1.98 -2.64
H 4.42 -0.76 1.88
O -0.93 4.34 1.10
H -1.45 5.12 0.92
H -1.65 3.89 1.55
O -3.53 -0.53 1.97
H -3.45 -1.07 1.19
H -4.45 -0.51 2.25
O -4.12 2.84 -3.12
H -4.34 3.49 -2.46
H -2.76 1.59 3.04
O 1.02 -2.84 4.78
H 2.00 2.53 -2.01
H -3.20 2.73 -3.37
O 2.12 1.59 -2.21
H -1.04 -2.66 1.84
H 2.93 1.45 -1.70
O 0.09 -0.30 -1.14
H -1.87 1.17 4.28
H -1.39 -3.82 1.00
O 3.50 4.30 0.34
H 3.88 4.56 1.18
H 3.21 5.13 -0.06
O 0.09 -0.63 -3.86
H 0.86 -0.09 -3.63
H 1.50 -3.65 4.60
O 0.83 1.00 3.34
H 0.40 0.61 4.11
H 1.72 0.88 3.70
O -0.83 -0.35 1.65
H -1.22 0.29 2.29
H 0.67 0.31 -0.68
O 4.42 -0.19 -1.16
H 4.97 -0.75 -0.59
H 4.68 -0.37 -2.07
O -0.81 2.06 -4.57
H -0.01 2.49 -4.27
H -0.53 1.14 -4.68
O 3.67 -1.00 1.33
H 1.46 -3.37 -1.74
H 3.58 -0.26 0.71
O -1.87 1.37 3.34
H 0.12 -0.34 1.62
H -1.63 -1.32 -3.32
O 1.34 -3.59 -2.67
H -1.90 -0.16 -0.44
H 1.42 -2.69 -3.02
O -2.21 -1.08 -0.31
H -1.73 -1.25 0.68
H -1.86 -1.52 -1.16
O -1.14 -2.88 0.91
H -1.40 -2.82 -2.73
H 0.48 -0.81 -1.84
O 1.46 2.70 0.66
H 2.30 3.13 0.39
H 1.10 3.42 1.18
O -2.28 -5.32 1.42
H -3.15 -5.23 1.01
H -1.99 -5.99 0.78
H 0.15 -2.99 5.13
H 0.16 -1.05 -4.73

Question: Number 1 is which compound?
Answer: H3PSSi